Entry 1:
# C6H13N

One molecule with the formula C6H13N at a distorted geometry (wB97M-V/def2-TZVPD, OMol25).

Results
SMILES string: C=CC[C@@H](C)NC
HOMO energy: -0.30528 Eh
Kohn-Sham gap: 9.4 eV
Relative energy (zero: lowest compared OMol25 entry of this formula, charge and spin): 308.3 kJ/mol
LUMO: 1.05 eV
Total energy: -7919.6374 eV

Cartesian coordinates (Å):
1 C 0.37406 -0.55083 2.31041
2 N -0.00162 -0.64067 0.91515
3 C 0.24362 0.62605 0.26779
4 C -0.08611 0.68587 -1.25634
5 C 0.08925 -0.53779 -2.12686
6 C -0.23603 -1.89120 -1.75592
7 C -0.35560 1.95037 0.88442
8 H 0.97933 0.33137 2.38942
9 H 1.11366 -1.27954 2.89552
10 H -0.51947 -0.46276 3.06841
11 H -0.98431 -0.85818 0.71250
12 H 1.33894 0.80460 0.29194
13 H 0.43603 1.62228 -1.53585
14 H -1.13022 0.86118 -1.03097
15 H 0.80437 -0.43928 -2.98834
16 H 0.50852 -2.62702 -2.11433
17 H -1.16661 -2.13903 -1.19215
18 H 0.30724 2.39429 1.61791
19 H -0.55444 2.71013 0.08202
20 H -1.29690 1.87185 1.45684


Entry 2:
# C6H13N

One molecule with the formula C6H13N at a distorted geometry (wB97M-V/def2-TZVPD, OMol25).

Results
SMILES string: C=C(CCC)NC
HOMO energy: -0.30201 Eh
Kohn-Sham gap: 9.4 eV
Relative energy (zero: lowest compared OMol25 entry of this formula, charge and spin): 66.3 kJ/mol
LUMO: 1.16 eV
Total energy: -7922.1461 eV

Cartesian coordinates (Å):
1 C 0.61255 -1.03832 2.37053
2 C 0.64564 -1.41074 0.89330
3 C -0.47754 -0.69440 0.11277
4 C -0.15893 0.71727 -0.29030
5 C -0.20337 1.74764 0.54324
6 C -0.55738 0.55436 -2.71222
7 N 0.34811 0.84891 -1.59595
8 H -0.23854 -1.52228 2.87408
9 H 1.52199 -1.31806 2.90674
10 H 0.51369 0.03305 2.51519
11 H 1.60921 -1.06310 0.52238
12 H 0.50621 -2.47348 0.73029
13 H -1.35081 -0.69870 0.77040
14 H -0.72518 -1.29420 -0.75818
15 H 0.16952 2.73809 0.29616
16 H -0.61830 1.67719 1.53959
17 H -1.09335 -0.36218 -2.49545
18 H 0.03927 0.43143 -3.61106
19 H -1.28221 1.35680 -2.86492
20 H 0.73941 1.77072 -1.74657


Entry 3:
# C6H13N

One molecule with the formula C6H13N at a distorted geometry (wB97M-V/def2-TZVPD, OMol25).

Results
SMILES string: CC/C(C)=C(/C)N
HOMO energy: -0.27671 Eh
Kohn-Sham gap: 8.6 eV
Relative energy (zero: lowest compared OMol25 entry of this formula, charge and spin): 57.8 kJ/mol
LUMO: 1.03 eV
Total energy: -7922.2342 eV

Cartesian coordinates (Å):
1 C 0.91066 -2.12051 0.73012
2 C 0.06769 -0.96311 1.26975
3 N -2.21969 0.36485 -0.01732
4 C -0.89457 0.74446 -0.29278
5 C 0.14422 0.27421 0.40728
6 C 1.52902 0.77699 0.07382
7 C -0.74800 1.59086 -1.52794
8 H 0.91850 -2.11885 -0.35122
9 H 0.58625 -3.06910 1.14296
10 H 1.95450 -1.92278 0.98604
11 H -0.96705 -1.20700 1.50535
12 H 0.44476 -0.66623 2.25791
13 H -2.37602 -0.59688 0.23520
14 H -2.87338 0.71081 -0.69794
15 H 2.10483 0.24331 -0.68608
16 H 1.42811 1.80749 -0.28139
17 H 2.08090 0.90162 1.00933
18 H -0.28998 2.57857 -1.45459
19 H -0.09777 1.10138 -2.25409
20 H -1.70300 1.56992 -2.05441


Entry 4:
# C6H13N

A 3-piece molecular cluster, C6H13N overall (wB97M-V/def2-TZVPD, OMol25).

Results
HOMO energy: -0.27941 Eh
Kohn-Sham gap: 8.8 eV
Relative energy (zero: lowest compared OMol25 entry of this formula, charge and spin): 452.3 kJ/mol
LUMO: 1.17 eV
Total energy: -7918.1453 eV

Cartesian coordinates (Å):
1 C -0.50344 -2.32743 -1.92905
2 C 0.22657 -1.06375 -1.48362
3 C -0.52235 -0.33724 -0.40809
4 N 0.11757 0.51699 0.37030
5 C 1.08037 0.36760 1.32467
6 C -0.17859 1.08556 1.66904
7 C -0.37020 2.58178 1.74558
8 H -1.50524 -2.09009 -2.30572
9 H -0.61354 -3.01902 -1.08766
10 H 0.04199 -2.83783 -2.72869
11 H 1.22816 -1.30661 -1.10457
12 H 0.36933 -0.39210 -2.34333
13 H -0.12054 -1.61716 1.05537
14 H -1.59649 -0.19170 -0.51408
15 H 2.10450 0.71831 1.27971
16 H 0.53404 -1.23193 1.45971
17 H -0.89692 0.49813 2.25650
18 H -0.18223 2.92982 2.76677
19 H 0.32375 3.09774 1.07446
20 H -1.39445 2.86573 1.47749


Entry 5:
# C6H13N

C6H13N as an isolated structure at a distorted geometry (wB97M-V/def2-TZVPD, OMol25).

Results
HOMO energy: -0.29636 Eh
Kohn-Sham gap: 9.1 eV
Relative energy (zero: lowest compared OMol25 entry of this formula, charge and spin): 394.2 kJ/mol
LUMO: 1.06 eV
Total energy: -7918.7477 eV

Cartesian coordinates (Å):
1 C -1.17176 1.89571 0.72213
2 C -0.51220 0.57516 1.04623
3 N -0.75463 -0.61621 -0.46655
4 C -0.95910 -2.02789 -0.17877
5 C 0.45892 0.08322 -0.00012
6 C 1.56584 -0.82492 0.52292
7 C 0.96851 0.97576 -1.12873
8 H -2.05009 2.07647 1.35118
9 H -0.43514 2.67511 0.95632
10 H -1.47571 2.06261 -0.32334
11 H -1.53974 -0.19075 0.21220
12 H -0.29589 -2.52841 -0.88378
13 H -0.71896 -2.34855 0.83923
14 H -1.99606 -2.30607 -0.40525
15 H 2.39748 -0.19467 0.85906
16 H 1.23269 -1.41508 1.38160
17 H 1.95289 -1.49513 -0.25851
18 H 0.15958 1.51649 -1.62950
19 H 1.49388 0.37805 -1.88600
20 H 1.67947 1.70908 -0.73032


Entry 6:
# C6H13N

One molecule with the formula C6H13N at a distorted geometry (wB97M-V/def2-TZVPD, OMol25).

Results
SMILES string: C[C@H]1CCCN1C
HOMO energy: -0.32958 Eh
Kohn-Sham gap: 10.2 eV
Relative energy (zero: lowest compared OMol25 entry of this formula, charge and spin): 35.8 kJ/mol
LUMO: 1.24 eV
Total energy: -7922.4618 eV

Cartesian coordinates (Å):
1 C -0.40468 -1.00230 -1.73145
2 N 0.20667 -0.63173 -0.49633
3 C 1.30928 0.30714 -0.78318
4 C 1.72521 0.84974 0.59440
5 C 0.36669 0.87910 1.33629
6 C -0.63830 0.27097 0.35487
7 C -1.71469 -0.61644 0.98855
8 H 0.19766 -1.65350 -2.36018
9 H -0.76530 -0.14135 -2.32665
10 H -1.38841 -1.46850 -1.59528
11 H 2.10182 -0.20981 -1.34694
12 H 0.98747 1.08851 -1.48538
13 H 2.28562 1.78208 0.59872
14 H 2.36509 0.07439 1.00606
15 H 0.39323 0.13526 2.14531
16 H 0.06570 1.81631 1.79696
17 H -1.12325 1.09158 -0.18880
18 H -1.23739 -1.37522 1.61278
19 H -2.32022 -1.14659 0.26353
20 H -2.41218 -0.04964 1.61673